Record 1
A molecular structure, C11H14BCoN7Se in a non-equilibrium geometry, computed with ωB97M-V/def2-TZVPD.

Values from the calculation:
HOMO-LUMO gap (spin up / spin down), eV: 8.108 / 7.158
Energy, a.u.: -4619.91934
HOMO level (spin up / spin down), hartree: -0.279 / -0.277
LUMO level (spin up / spin down), eV: 0.52 / -0.37
Multiplicity: 4
Maximum force, Eh/bohr: 0.109

Cartesian coordinates (Å):
H -0.35 -2.39 1.37
N 0.75 -1.45 -0.22
B 2.03 -0.99 -2.34
N 1.38 -1.98 -1.33
C 1.29 -3.32 -1.33
Co 0.71 0.46 0.09
H 1.76 -3.88 -2.13
C 0.58 -3.70 -0.19
H 0.35 -4.70 0.12
C 0.25 -2.51 0.48
H 2.56 -1.53 -3.27
C 0.37 2.45 0.84
H 0.03 1.90 1.73
H -0.49 2.85 0.29
H 0.96 3.28 1.24
N 3.02 -0.18 -1.45
N 0.90 0.00 -2.74
N 2.50 0.42 -0.29
N 0.22 0.68 -1.74
C 4.33 0.07 -1.55
C 0.37 0.30 -3.94
H 4.89 -0.33 -2.39
H 0.78 -0.14 -4.84
C 4.72 0.83 -0.44
C -0.68 1.21 -3.73
C 3.57 1.02 0.33
C -0.75 1.41 -2.34
H 5.71 1.20 -0.24
H -1.29 1.65 -4.48
H 3.43 1.57 1.25
H -1.44 2.02 -1.77
H 1.10 1.90 0.10
Se -3.36 -0.71 2.23
C -1.89 -0.22 1.43
N -0.86 0.09 0.90

=====

Record 2
A molecular structure, C4H6N2, computed with ωB97M-V/def2-TZVPD.

Values from the calculation:
HOMO-LUMO gap, eV: 9.648
Energy, a.u.: -265.42409
HOMO level, hartree: -0.317
LUMO level, eV: 1.03
Relative energy (zero: lowest compared OMol25 entry of this formula, charge and spin), kcal per mole: 70.0
Maximum force, Eh/bohr: 0.014

Cartesian coordinates (Å):
N 1.89 -0.36 -0.73
C 0.58 -0.09 -0.29
C -0.58 -0.29 -1.12
N -1.60 0.00 -0.21
C -1.16 0.32 1.03
C 0.21 0.31 1.04
H 1.83 -0.80 -1.65
H 2.31 -1.04 -0.11
H 0.09 0.81 -1.18
H -2.58 -0.05 -0.47
H -1.85 0.59 1.83
H 0.86 0.59 1.85

=====

Record 3
A molecular structure, C24H49BrO8Si2 in a non-equilibrium geometry, computed with ωB97M-V/def2-TZVPD.

Values from the calculation:
HOMO-LUMO gap, eV: 8.755
Energy, a.u.: -4698.77416
HOMO level, hartree: -0.304
LUMO level, eV: 0.47
Maximum force, Eh/bohr: 0.055

Cartesian coordinates (Å):
C 2.07 -2.72 -2.87
C 0.70 -2.43 -3.51
O -0.24 -2.19 -2.44
C -1.45 -2.81 -2.66
O -2.24 -2.42 -3.51
C -1.76 -4.04 -1.82
C -0.86 -4.28 -0.61
C -1.43 -3.75 0.72
Si -0.03 -2.82 1.58
C 1.00 -4.17 2.44
C 2.46 -3.90 2.19
C 3.28 -3.36 3.50
O 2.84 -2.64 2.16
O -0.56 -1.80 2.81
Si -1.46 -0.46 2.44
O -2.87 -0.62 3.28
Br -1.85 -0.18 0.26
C -0.59 1.08 3.09
C -0.28 2.15 2.01
C 0.61 3.28 2.55
C 1.50 3.85 1.44
C 0.79 4.98 0.66
C 1.54 5.37 -0.62
C 2.40 6.64 -0.42
C 2.23 7.71 -1.54
C 1.97 9.07 -0.91
C 2.22 10.23 -1.89
O 2.55 11.46 -1.28
C 1.74 11.80 -0.17
H 2.28 -3.78 -3.00
H 2.85 -2.16 -3.38
H 2.04 -2.48 -1.82
H 0.77 -1.53 -4.12
H 0.37 -3.28 -4.10
H -1.67 -4.89 -2.50
H -2.80 -3.98 -1.52
H -0.72 -5.36 -0.49
H 0.13 -3.86 -0.81
H -2.32 -3.14 0.60
H -1.65 -4.59 1.37
H 0.88 -2.16 0.63
H 0.88 -4.16 3.52
H 0.80 -5.14 2.00
H 2.99 -4.58 1.55
H 4.07 -2.61 3.64
H 4.06 -4.16 3.25
H -2.72 -1.25 3.99
H 0.38 0.79 3.50
H -1.19 1.50 3.89
H 0.29 1.64 1.23
H -1.23 2.53 1.64
H 1.22 2.95 3.39
H -0.05 4.09 2.86
H 2.46 4.20 1.82
H 1.74 3.08 0.70
H -0.20 4.60 0.41
H 0.70 5.83 1.34
H 0.79 5.58 -1.38
H 2.18 4.56 -0.95
H 2.19 7.10 0.54
H 3.45 6.37 -0.42
H 3.12 7.74 -2.16
H 1.36 7.43 -2.13
H 0.94 9.15 -0.57
H 2.65 9.20 -0.07
H 1.39 10.34 -2.59
H 3.10 9.95 -2.47
H 1.78 12.87 -0.03
H 2.14 11.34 0.73
H 0.69 11.53 -0.31
O -1.89 -6.84 0.34
C -2.63 -7.53 -0.31
O -3.43 -6.94 -1.21
C -4.23 -7.67 -2.15
C -5.55 -8.10 -1.55
C -2.73 -9.02 -0.07
H -3.67 -8.50 -2.57
H -4.41 -6.97 -2.97
H -5.41 -8.78 -0.71
H -6.17 -8.59 -2.30
H -6.09 -7.23 -1.17
H -3.39 -9.19 0.79
H -1.74 -9.39 0.16
H -3.10 -9.58 -0.92

=====

Record 4
2 unconnected molecules or ions with the total composition C7H16O2Si in a non-equilibrium geometry, computed with ωB97M-V/def2-TZVPD.

Values from the calculation:
HOMO-LUMO gap (spin up / spin down), eV: 6.856 / 7.997
Energy, a.u.: -716.15404
HOMO level (spin up / spin down), hartree: -0.242 / -0.284
LUMO level (spin up / spin down), eV: 0.27 / 0.26
Relative energy (zero: lowest compared OMol25 entry of this formula, charge and spin), kcal per mole: 118.5
Maximum force, Eh/bohr: 0.063

Cartesian coordinates (Å):
C 1.68 0.25 0.40
C 0.80 2.08 -0.69
C 3.32 2.02 -0.48
C -1.38 -2.92 1.93
C -1.89 -1.69 -1.87
C -2.14 0.43 0.92
C 1.98 1.19 -0.69
O 2.43 0.11 1.32
O -1.52 -2.46 0.56
Si -1.41 -0.96 -0.16
H 0.84 2.85 0.18
H -0.22 1.49 -0.66
H 0.79 2.68 -1.53
H 3.37 2.58 0.55
H 4.12 1.21 -0.46
H 3.52 2.80 -1.25
H -0.18 -2.98 2.01
H -2.06 -3.79 2.03
H -1.70 -2.15 2.69
H -2.94 -2.06 -1.89
H -1.80 -0.99 -2.66
H -1.27 -2.66 -2.08
H -3.04 0.27 1.42
H -1.39 0.61 1.73
H -2.19 1.41 0.35
H 2.26 0.67 -1.67

=====

Record 5
A molecular structure, H10NaO5 in a non-equilibrium geometry, computed with ωB97M-V/def2-TZVPD.

Values from the calculation:
HOMO-LUMO gap, eV: 12.138
Energy, a.u.: -544.33758
HOMO level, hartree: -0.579
Charge: +1
LUMO level, eV: -3.62
Relative energy (zero: lowest compared OMol25 entry of this formula, charge and spin), kcal per mole: 21.6
Maximum force, Eh/bohr: 0.055

Cartesian coordinates (Å):
Na 25.42 -20.93 1.25
O 23.80 -18.74 1.18
H 24.24 -17.88 1.31
H 22.98 -18.60 1.66
O 25.36 -22.13 3.29
H 25.61 -21.64 4.08
H 24.36 -22.14 3.25
O 26.01 -19.10 2.65
H 25.07 -19.06 2.47
H 26.40 -18.48 2.03
O 23.60 -21.81 0.51
H 23.69 -21.95 -0.44
H 22.75 -22.07 0.72
O 26.12 -20.11 -0.95
H 25.26 -19.72 -1.20
H 26.64 -19.52 -1.43

=====

Record 6
A molecular structure, C19H21N10S4Sn in a non-equilibrium geometry, computed with ωB97M-V/def2-TZVPD.

Values from the calculation:
HOMO-LUMO gap (spin up / spin down), eV: 4.943 / 6.120
Energy, a.u.: -3090.35529
HOMO level (spin up / spin down), hartree: -0.592 / -0.586
Charge: +3
LUMO level (spin up / spin down), eV: -11.16 / -9.83
Relative energy (zero: lowest compared OMol25 entry of this formula, charge and spin), kcal per mole: 39.0
Maximum force, Eh/bohr: 0.033

Cartesian coordinates (Å):
Sn -0.85 -0.34 -0.36
C -3.15 -4.43 -1.70
C -2.34 -3.40 -0.97
N -1.43 -2.68 -1.50
N -1.11 -2.86 -2.81
C -0.13 -2.13 -3.39
N 0.12 -2.35 -4.67
S 0.76 -0.97 -2.53
C -2.57 -3.17 0.47
C -3.31 -4.06 1.24
C -3.48 -3.82 2.59
C -2.90 -2.69 3.15
C -2.17 -1.85 2.32
N -2.00 -2.08 1.02
H -3.25 -4.22 -2.76
H -4.15 -4.49 -1.29
H -2.69 -5.42 -1.59
H -1.57 -3.59 -3.34
H -0.38 -3.03 -5.22
H 0.85 -1.83 -5.13
H -3.75 -4.94 0.80
H -4.06 -4.50 3.20
H -3.02 -2.46 4.20
H -1.71 -0.96 2.71
N 1.83 -2.71 -0.03
C 1.82 -1.85 0.98
N 0.92 -0.88 1.14
C 1.21 -0.13 2.28
C 2.31 -0.58 2.98
S 3.02 -1.93 2.25
C 0.47 1.03 2.67
C 0.82 1.86 3.73
S -0.23 3.18 3.86
C -1.14 2.52 2.49
N -0.65 1.40 2.00
N -2.20 3.15 2.02
H 1.27 -2.51 -0.85
H 2.59 -3.37 -0.12
H 2.72 -0.16 3.89
H 1.66 1.77 4.40
H -2.53 4.01 2.44
H -2.72 2.78 1.24
C 3.72 5.28 -3.48
C 3.08 5.00 -2.16
C 2.95 5.99 -1.17
C 2.30 5.60 0.01
N 1.85 4.39 0.20
C 2.03 3.48 -0.78
S 1.50 1.89 -0.52
N 2.62 3.79 -1.94
H 4.19 6.26 -3.50
H 2.96 5.23 -4.27
H 4.47 4.52 -3.70
H 3.33 6.99 -1.31
H 2.15 6.30 0.82

=====

Record 7
A molecular structure, C27H33IrN7O4S2 in a non-equilibrium geometry, computed with ωB97M-V/def2-TZVPD.

Values from the calculation:
HOMO-LUMO gap (spin up / spin down), eV: 4.661 / 6.719
Energy, a.u.: -2633.57285
HOMO level (spin up / spin down), hartree: -0.185 / -0.262
LUMO level (spin up / spin down), eV: -0.37 / -0.40
Relative energy (zero: lowest compared OMol25 entry of this formula, charge and spin), kcal per mole: 0.0
Multiplicity: 2
Maximum force, Eh/bohr: 0.046

Cartesian coordinates (Å):
Ir -1.32 -0.52 -0.33
C -0.59 1.14 -4.15
C -0.59 0.07 -3.09
N -1.56 0.05 -2.23
N -2.63 0.90 -2.54
C -3.50 1.02 -1.61
S -3.44 0.33 -0.04
S -4.92 2.06 -1.97
C -4.01 3.54 -2.52
C -3.34 4.25 -1.38
C -2.06 3.89 -0.97
C -1.46 4.53 0.11
C -2.13 5.53 0.79
C -3.41 5.89 0.40
C -4.01 5.26 -0.68
C 0.49 -0.93 -3.06
C 1.09 -1.26 -4.28
C 2.10 -2.18 -4.40
C 2.57 -2.80 -3.25
C 2.03 -2.49 -2.03
C 0.97 -1.56 -1.88
O 0.55 -1.30 -0.67
H -0.74 2.10 -3.67
H -1.42 1.01 -4.85
H 0.35 1.15 -4.70
H -4.76 4.17 -3.00
H -3.29 3.20 -3.26
H -1.54 3.09 -1.47
H -0.47 4.22 0.42
H -1.66 6.03 1.63
H -3.94 6.67 0.93
H -5.02 5.53 -0.98
H 0.71 -0.79 -5.19
H 2.51 -2.43 -5.37
H 3.37 -3.54 -3.31
H 2.38 -2.96 -1.12
N -0.89 -1.09 1.64
C -1.48 -2.40 2.02
C -0.61 -3.12 3.04
C 0.03 -2.31 4.16
C 1.25 -3.07 4.70
N 2.08 -3.56 3.55
C 2.38 -2.75 2.53
N 2.60 -1.45 2.76
N 2.48 -3.21 1.28
C -1.57 -3.31 0.76
O -1.28 -4.50 0.91
O -1.90 -2.71 -0.29
H 0.12 -1.17 1.56
H -1.11 -0.38 2.32
H -2.50 -2.20 2.36
H 0.17 -3.54 2.42
H -1.16 -3.98 3.44
H -0.67 -2.09 4.97
H 0.38 -1.36 3.77
H 0.98 -3.95 5.27
H 1.86 -2.44 5.35
H 1.81 -4.48 3.24
H 2.91 -1.20 3.68
H 3.05 -0.92 2.02
H 1.96 -4.05 1.06
H 2.45 -2.53 0.53
O -0.13 1.51 -0.10
N 1.13 1.41 0.13
C 1.59 1.43 1.42
C 2.93 1.26 1.69
C 3.85 1.04 0.67
C 3.36 1.03 -0.65
C 2.03 1.23 -0.90
H 0.83 1.60 2.17
H 3.26 1.34 2.73
H 4.90 0.91 0.87
H 4.02 0.87 -1.49
H 1.59 1.24 -1.89

=====

Record 8
2 unconnected molecules or ions with the total composition C2H6O2 in a non-equilibrium geometry, computed with ωB97M-V/def2-TZVPD.

Values from the calculation:
Structure (SMILES): C1CO1.O
HOMO-LUMO gap, eV: 10.967
Energy, a.u.: -230.17185
HOMO level, hartree: -0.386
LUMO level, eV: 0.47
Relative energy (zero: lowest compared OMol25 entry of this formula, charge and spin), kcal per mole: 68.3
Maximum force, Eh/bohr: 0.052

Cartesian coordinates (Å):
O -0.70 0.77 0.48
C -1.08 -0.46 -0.03
C 0.14 -0.76 0.66
O 1.37 0.89 -0.97
H 0.54 1.09 -0.45
H -2.02 -0.76 0.43
H -1.01 -0.59 -1.11
H 0.09 -0.87 1.73
H 1.06 -1.16 0.22
H 1.61 1.83 -0.95

=====

Record 9
C24H20N2O2 in the gas phase, computed with ωB97M-V/def2-TZVPD.

Values from the calculation:
Structure (SMILES): O=C(COc1ccc2ccccc2c1)Nc1ccc(Cc2ccncc2)cc1
HOMO-LUMO gap, eV: 8.294
Energy, a.u.: -1186.57542
HOMO level, hartree: -0.289
LUMO level, eV: 0.43
Relative energy (zero: lowest compared OMol25 entry of this formula, charge and spin), kcal per mole: 6.2
Maximum force, Eh/bohr: 0.013

Cartesian coordinates (Å):
O -1.00 -0.31 1.03
C -0.86 -1.41 0.57
N 0.23 -1.85 -0.13
C 1.41 -1.15 -0.44
C 1.63 0.17 -0.07
C 2.81 0.79 -0.43
C 3.78 0.13 -1.16
C 3.56 -1.19 -1.53
C 2.38 -1.82 -1.18
H 2.22 -2.85 -1.47
H 4.30 -1.72 -2.10
C 5.08 0.82 -1.50
C 5.96 0.83 -0.29
C 6.13 1.97 0.49
C 6.93 1.91 1.61
N 7.55 0.81 2.00
C 7.39 -0.28 1.27
C 6.61 -0.33 0.13
H 6.51 -1.24 -0.43
H 7.91 -1.16 1.62
H 7.09 2.78 2.24
H 5.65 2.90 0.21
H 4.88 1.85 -1.82
H 5.57 0.29 -2.32
H 2.97 1.82 -0.13
H 0.88 0.70 0.50
H 0.22 -2.81 -0.45
C -1.92 -2.52 0.71
O -3.10 -2.07 1.30
C -3.85 -1.13 0.65
C -4.95 -0.65 1.33
C -5.82 0.29 0.76
C -6.94 0.79 1.44
C -7.77 1.70 0.85
C -7.51 2.16 -0.45
C -6.43 1.70 -1.14
C -5.56 0.75 -0.56
C -4.43 0.25 -1.24
C -3.60 -0.67 -0.66
H -2.74 -1.02 -1.21
H -4.23 0.60 -2.24
H -6.23 2.05 -2.14
H -8.18 2.89 -0.90
H -8.63 2.08 1.39
H -7.14 0.44 2.45
H -5.13 -1.01 2.33
H -2.11 -2.99 -0.27
H -1.53 -3.29 1.39

=====

Record 10
A molecular structure, C4H5NO2 in a non-equilibrium geometry, computed with ωB97M-V/def2-TZVPD.

Values from the calculation:
HOMO-LUMO gap (spin up / spin down), eV: 8.753 / 7.223
Energy, a.u.: -360.44616
HOMO level (spin up / spin down), hartree: -0.361 / -0.351
LUMO level (spin up / spin down), eV: -1.07 / -2.33
Relative energy (zero: lowest compared OMol25 entry of this formula, charge and spin), kcal per mole: 140.1
Maximum force, Eh/bohr: 0.056

Cartesian coordinates (Å):
O 1.90 0.16 1.74
C 0.70 0.11 1.85
C -0.25 -0.06 0.66
O -1.30 -0.80 0.91
N -0.78 1.01 -0.10
C -0.77 0.29 -1.38
C 0.51 -0.31 -0.82
H 0.20 0.13 2.83
H -0.74 0.99 -2.21
H -1.57 -0.44 -1.51
H 0.70 -1.38 -0.96
H 1.40 0.30 -0.99

=====

Record 11
C15H24O2 in the gas phase in a non-equilibrium geometry, computed with ωB97M-V/def2-TZVPD.

Values from the calculation:
Structure (SMILES): C/C1=C\CC[C@H](C)C(=O)C[C@@H](C(C)C)C(=O)C1
HOMO-LUMO gap, eV: 9.762
Energy, a.u.: -736.35136
HOMO level, hartree: -0.329
LUMO level, eV: 0.81
Relative energy (zero: lowest compared OMol25 entry of this formula, charge and spin), kcal per mole: 61.7
Maximum force, Eh/bohr: 0.075

Cartesian coordinates (Å):
O 1.25 -1.08 1.86
O -1.00 2.03 -1.02
C 0.95 -0.05 1.30
C -0.95 0.81 -1.04
C 0.84 -0.64 -2.08
C 1.92 0.13 -1.73
C 0.68 -2.13 -2.14
C -0.45 0.14 -2.34
C -3.79 0.07 -0.60
C -3.21 -0.93 1.66
C 3.04 -0.38 -0.84
C 2.40 1.71 2.29
C -0.49 0.35 1.43
C 3.28 0.40 0.47
C -2.80 0.04 0.57
C 2.05 0.96 1.06
C -1.34 -0.04 0.17
H 1.75 1.22 -1.98
H 1.71 -2.49 -1.97
H 0.46 -2.60 -3.08
H -0.12 -2.43 -1.51
H -0.34 0.90 -3.12
H -1.26 -0.48 -2.73
H -3.68 1.05 -1.17
H -4.86 0.02 -0.34
H -3.75 -0.80 -1.30
H -2.65 -1.81 1.56
H -3.19 -0.48 2.60
H -4.38 -1.15 1.64
H 2.71 -1.37 -0.57
H 3.94 -0.43 -1.42
H 1.48 1.93 2.82
H 3.04 2.48 2.02
H 2.89 1.00 2.94
H -0.92 0.04 2.42
H -0.41 1.38 1.43
H 3.88 1.25 0.29
H 3.74 -0.19 1.24
H -2.90 1.03 1.05
H 1.60 1.67 0.32
H -1.12 -1.09 -0.15

=====

Record 12
A molecular structure, C17H18Cl5NaO2S in a non-equilibrium geometry, computed with ωB97M-V/def2-TZVPD.

Values from the calculation:
HOMO-LUMO gap, eV: 7.600
Energy, a.u.: -3670.55528
HOMO level, hartree: -0.275
LUMO level, eV: 0.10
Relative energy (zero: lowest compared OMol25 entry of this formula, charge and spin), kcal per mole: 14.4
Maximum force, Eh/bohr: 0.054

Cartesian coordinates (Å):
Na 0.05 1.48 0.29
C 4.20 -1.53 0.55
C 3.74 -0.12 0.34
C 3.63 0.41 -0.95
C 3.23 1.72 -1.15
C 2.92 2.53 -0.06
C 3.01 2.01 1.22
C 3.41 0.70 1.42
H 4.64 -1.66 1.54
H 4.95 -1.81 -0.19
H 3.37 -2.23 0.46
H 3.89 -0.21 -1.80
H 3.16 2.11 -2.16
H 2.63 3.56 -0.22
H 2.77 2.64 2.08
H 3.48 0.30 2.42
Cl -5.35 3.35 -3.88
C -4.09 2.53 -3.04
C -2.82 3.09 -2.94
Cl -2.50 4.61 -3.67
C -1.81 2.41 -2.26
Cl -0.25 3.13 -2.07
C -2.00 1.15 -1.65
O -1.06 0.56 -1.01
C -3.32 0.62 -1.77
Cl -3.61 -0.92 -1.05
C -4.33 1.29 -2.44
Cl -5.90 0.59 -2.55
C -2.92 -1.98 2.84
C -1.41 -1.80 2.85
S -0.90 -0.86 1.35
O -0.19 0.36 1.87
C 0.42 -1.97 0.73
C -0.18 -2.89 -0.33
H -3.25 -2.55 3.71
H -3.25 -2.50 1.94
H -3.42 -1.01 2.87
H -0.89 -2.76 2.88
H -1.07 -1.19 3.69
H 0.86 -2.51 1.57
H 1.15 -1.29 0.31
H -0.93 -3.55 0.11
H 0.59 -3.50 -0.79
H -0.66 -2.29 -1.10

=====

Record 13
A molecular structure, C6H10, computed with ωB97M-V/def2-TZVPD.

Values from the calculation:
HOMO-LUMO gap, eV: 11.919
Energy, a.u.: -234.57961
HOMO level, hartree: -0.395
LUMO level, eV: 1.18
Relative energy (zero: lowest compared OMol25 entry of this formula, charge and spin), kcal per mole: 14.4
Maximum force, Eh/bohr: 0.005

Cartesian coordinates (Å):
C 0.92 -0.72 -0.72
C 0.46 -0.64 0.75
C 0.83 0.86 0.66
C 0.30 0.69 -0.79
C -1.19 0.35 -0.60
C -1.07 -0.53 0.67
H 0.51 -1.50 -1.38
H 2.02 -0.70 -0.82
H 0.88 -1.30 1.52
H 1.91 1.04 0.69
H 0.31 1.54 1.34
H 0.56 1.41 -1.57
H -1.56 -0.22 -1.46
H -1.83 1.22 -0.47
H -1.59 -1.49 0.60
H -1.45 -0.01 1.55

=====

Record 14
C3H5N3O in the gas phase in a non-equilibrium geometry, computed with ωB97M-V/def2-TZVPD.

Values from the calculation:
Structure (SMILES): [H]/N=c1/o[nH]cc1N
HOMO-LUMO gap, eV: 9.110
Energy, a.u.: -356.74890
HOMO level, hartree: -0.307
LUMO level, eV: 0.75
Relative energy (zero: lowest compared OMol25 entry of this formula, charge and spin), kcal per mole: 68.1
Maximum force, Eh/bohr: 0.024

Cartesian coordinates (Å):
C -0.28 -0.33 -0.05
C 0.88 -1.01 -0.05
C 0.09 1.10 -0.06
H -1.85 -1.66 -0.16
H -2.19 -0.15 0.52
H 1.07 -2.09 -0.08
H 2.65 -0.21 0.60
H -1.60 1.85 -0.16
N -1.64 -0.66 -0.18
N 2.01 -0.15 -0.19
N -0.60 2.15 -0.07
O 1.47 1.15 -0.12